1.
Here is a structure of composition C35H47BrN4P2Pd at a distorted geometry from the OMol25 dataset. Energies are from ωB97M-V/def2-TZVPD.

Properties
E_tot, eV: -135100.2422
Net charge: +2
Energy relative to the best compared isomer or geometry (same formula, charge and spin), kJ/mol: 57.5
2S+1: 3
HOMO energy (alpha / beta), Ha: -0.4537 / -0.4537
LUMO (alpha / beta), Ha: -0.241 / -0.346

Element x y z (Å)
Pd 0.1898 -0.0676 0.4623
C -0.6868 0.3689 5.8385
C -1.9686 -0.8570 2.7218
C 0.4111 0.9550 9.8990
C 1.0212 0.4686 7.5681
Br 1.6809 -1.2738 2.1351
H 5.8878 -2.5575 -4.0513
H -3.8818 -0.9446 -0.8995
H -5.6154 6.1012 -3.4061
N -0.8922 -0.1629 2.2472
C -1.5586 1.5083 -3.1530
H -2.3334 1.7114 0.6473
H 4.4391 -1.0473 0.8391
H 6.8355 1.9303 -2.0117
H 6.6879 2.7767 -0.4433
C 0.8464 -2.6036 -1.9634
H -2.0650 1.1154 8.8611
H 1.2013 -3.6159 -1.7004
C -2.6720 2.2695 -2.7237
H -2.2850 -4.0391 1.0806
C -2.9248 2.3190 -1.3305
C -5.9008 5.5800 -4.3270
C 0.6613 0.2844 6.2310
C 6.8623 1.7936 -0.9163
H -2.7298 -0.8619 0.4535
N 0.7053 1.0876 11.0097
H 2.0588 0.3615 7.8621
C -5.4958 4.2411 -4.5365
C -0.9876 0.8856 -0.8526
H -3.0579 2.9758 -4.7279
C -3.1358 -1.5258 -0.3307
H -0.1954 -3.5603 -3.6366
H 1.1068 -2.4470 -4.1128
C 5.2335 -1.7945 0.6530
H -6.9988 3.9443 -7.6027
C 0.0430 0.7781 8.5173
H -6.9799 7.2780 -5.1345
H 6.9324 -2.5307 1.8399
H -1.8925 -1.4029 -2.1492
H 0.5646 0.9543 3.3762
H -5.6448 2.6197 -6.0016
N -1.0501 0.0855 4.4796
C 6.1744 -2.5918 -2.9848
H -2.6049 -1.5690 2.2419
H 5.5730 -0.5093 -2.8189
C -0.3534 0.3796 3.3701
H 0.1145 0.2562 -2.6210
H 1.7378 -1.9553 -1.8754
H 1.4292 0.0238 5.5126
C -1.6666 0.6572 6.8000
H -2.7071 0.7264 6.5145
P -0.2659 -2.1149 -0.5557
C -6.6654 6.2376 -5.2972
H 7.2768 -2.5514 -2.9266
H -1.1093 -5.3253 1.4306
H -2.8006 -1.1392 4.7352
H -0.1327 -2.9765 1.6517
C 5.9005 -2.1669 1.9848
H 5.4841 0.9770 0.5756
C -1.3036 0.8795 8.1316
H -1.5574 -4.9740 -0.2582
H 7.8850 1.4743 -0.6453
C 5.5351 -1.4327 -2.2094
C -6.6745 4.3989 -6.6562
H 4.4651 -1.6402 -2.0089
H 4.7395 -2.6734 0.1933
H -3.6585 -2.3550 0.1718
H -3.7780 2.8933 -0.9525
H 5.8527 -3.5706 -2.5884
H 0.7686 -4.0004 0.5139
C -4.6960 3.5566 -3.5221
C -0.2044 -3.5010 0.6825
C 0.2846 -2.5977 -3.3909
H -5.1385 3.5461 -2.5179
C -5.9119 3.6521 -5.7549
C -1.9953 -2.0128 -1.2330
C 5.8124 0.7710 -0.4626
P 6.4021 -1.0084 -0.5970
H 5.9505 -1.2925 2.6572
H -0.4550 -1.7975 -3.5537
H 5.3348 -2.9638 2.5008
C -2.0823 -0.6647 4.0785
C -1.3560 -4.5138 0.7228
C -0.7377 0.8327 -2.2420
H 4.9128 0.8461 -1.1023
N -7.0571 5.6735 -6.4517
C -2.1030 1.6455 -0.4227
H -1.3387 1.4524 -4.2266
H -2.2057 -3.0387 -1.5864
C -3.4910 2.9566 -3.7188

Atomic partial charges in e from the Mulliken method, atoms 1 to 6: -0.828, 0.567, -0.833, -0.040, -0.901, -0.451

---

2.
Here is a structure of composition C35H47BrN8O2PbSSb2 from the OMol25 dataset. Energies are from ωB97M-V/def2-TZVPD.

Properties
E_tot, eV: -152258.8834
Net charge: +2
Energy relative to the best compared isomer or geometry (same formula, charge and spin), kJ/mol: 179.2
HOMO energy (alpha / beta), Ha: -0.4516 / -0.4505
LUMO (alpha / beta), Ha: -0.179 / -0.248

Element x y z (Å)
H -3.0930 6.2212 -5.0117
H -0.0703 0.6955 4.1118
C 4.7938 2.5915 -0.4875
N -1.6076 4.3984 -2.7870
C -2.6083 5.1928 -3.1951
C -1.3685 4.3964 -1.4875
C 4.0309 -0.9063 1.9098
C -3.4254 -1.5102 2.7361
H -6.2272 0.2731 -0.6037
H -4.1645 -1.4650 1.9378
H 2.3682 0.2377 4.8486
H -2.0584 -2.5806 0.5501
C -2.9334 1.6565 2.5816
H 2.8772 -4.4254 -4.7535
H 2.5919 -3.1005 -3.6895
N 3.3882 -6.1273 -2.9444
H -0.6682 -2.8275 7.9624
H 1.3042 -4.0811 7.1189
H -1.5462 -3.2459 -1.0052
H -3.5119 6.3822 -0.1703
C 5.0194 1.7726 -2.7445
H 4.6849 -0.0694 1.6686
N 2.7630 -4.0857 -3.8145
C 3.0359 -4.8564 -2.7495
C -0.2822 -1.2902 4.9465
N -4.2567 0.0259 -1.2586
H -3.8772 -1.1972 3.6780
C 2.5887 -3.2450 -1.1764
H 3.4823 -6.5276 -3.8604
H -4.6295 1.9313 -1.9899
H -2.9816 1.6852 -1.3902
H -3.2731 -3.2636 -2.7766
C -0.5243 2.8041 0.4403
Sb -1.8583 -0.1408 2.3377
H 6.7024 2.2762 -3.9909
H -2.1381 4.7341 -5.2232
H -4.3373 -1.8606 -2.8746
Pb 1.1563 -0.0800 -0.9581
H 1.9749 1.8036 4.0962
H 1.9634 -2.7745 2.8055
H 0.3651 -2.2148 2.3202
N -1.9875 5.0388 -0.5211
C 5.3035 1.0795 -5.0486
H 2.1755 -3.6119 4.8691
H -3.8624 4.6518 -4.8306
H -1.6265 -1.0231 6.5953
H -2.2593 2.4237 2.9559
C -0.2528 -2.6098 6.9881
S 0.0768 3.4172 -1.0548
C 1.3373 -3.0387 5.2477
H 3.6102 1.1302 3.9378
N 2.9681 -4.4336 -1.5003
C -2.4117 -3.0168 -0.3773
C 0.7638 -2.0731 4.4238
N -3.3164 -2.1009 -1.0530
C 0.8459 -3.3094 6.5152
H 3.6725 -0.0990 -5.8570
C -2.9833 5.8301 -0.9380
Sb 2.0481 -0.1752 2.2138
C 3.3702 0.4204 -3.8169
H 6.4417 3.0536 -1.7505
C -0.7998 -1.6073 6.2076
Br 1.6681 -0.4686 -3.8500
C -4.0304 1.4641 -1.2092
C 3.0746 1.0932 -1.3782
N 2.2570 -2.2073 -0.7666
H -2.9371 -3.9462 -0.1571
C 5.7599 1.7443 -3.9536
H 3.0561 1.9413 0.5772
H -3.7350 1.4657 3.2947
H -4.3218 1.8900 -0.2454
H -1.6248 0.3794 4.9105
H -3.3480 1.9848 1.6321
H -4.8294 -3.2910 -1.9434
H -6.0873 -0.2425 -2.2908
H -3.0506 -2.5270 2.8338
H -4.0977 6.6303 -2.5883
C -5.6659 -0.3623 -1.2924
C 3.7855 1.0732 -2.6247
C -3.2856 -0.7828 -0.7515
C 3.5864 1.8648 -0.3666
C 2.5514 0.8867 3.9919
O -0.0860 2.0406 1.2371
H 5.8686 1.0688 -5.9703
H 4.0475 -1.6198 1.0889
C -2.9366 5.2036 -4.6553
C 1.2074 -2.0129 2.9916
C -3.3160 5.9539 -2.2712
C 4.0635 0.4078 -4.9860
H 3.5915 -6.6962 -2.1408
H 4.3794 -1.3839 2.8257
H 5.1524 3.1835 0.3446
H -5.7933 -1.3920 -0.9752
O -2.3499 -0.3003 -0.0622
C -0.8321 -0.0619 4.3028
C -3.9888 -2.6541 -2.2224
C 5.5031 2.5240 -1.6430

Atomic partial charges in e from the Mulliken method, atoms 1 to 6: 0.373, 0.127, -1.330, -0.430, 0.897, 0.261

---

3.
Here is a structure of composition C35H48As3Cl5CoN5O2 from the OMol25 dataset. Energies are from ωB97M-V/def2-TZVPD.

Properties
E_tot, eV: -331367.8324
Net charge: +1
Energy relative to the best compared isomer or geometry (same formula, charge and spin), kJ/mol: 12.7
2S+1: 2
HOMO energy (alpha / beta), Ha: -0.3791 / -0.3792
LUMO (alpha / beta), Ha: -0.137 / -0.137

Element x y z (Å)
As 3.2128 -4.6459 4.5813
H -4.7366 -0.9247 2.0180
C 1.2865 -2.5430 -4.2325
H 4.9122 1.0213 0.3325
C 1.9474 -0.5458 -3.0435
H -2.6957 -1.0996 2.9928
H 5.5504 -0.3399 1.2746
H 4.2460 -2.3610 1.8769
H 1.8101 -5.0852 2.5691
Co -1.2322 0.0086 -0.5046
H -4.8437 0.8025 -2.3431
O 2.6935 -3.3415 -5.8779
H 3.0122 -1.4744 -4.7009
As -0.6950 -2.0079 1.6336
H -6.3777 -0.3279 1.9786
H -4.8335 1.1624 3.3180
Cl -0.7667 1.3586 2.8006
H -2.4217 -3.7859 1.0264
H -7.3610 -0.7650 0.0723
C 2.1474 -1.5297 -4.0540
H 3.4695 -4.7717 2.1335
H 2.2915 -2.3027 5.1998
H -2.7374 -4.4025 -2.7213
C -0.8963 -3.6792 -3.5074
H -3.9563 1.5603 1.8340
N 0.5613 0.2333 -1.2224
C -1.3167 1.8509 0.1844
N -5.3851 -0.1482 0.1805
N -1.2106 -1.6477 -1.6334
C -1.9784 -3.6344 -2.6688
C 2.0340 -3.2768 0.5603
C -1.9027 -1.8241 3.1826
C 3.4873 0.8386 3.1147
H 2.5799 -3.3232 6.6180
H 4.4622 0.5225 3.4874
H -1.3376 -1.4707 4.0441
C -4.9201 1.2351 2.2317
H -6.6058 2.0444 -0.8927
C -1.2012 2.3849 1.4679
C 4.7432 -0.0200 0.6132
H 1.0192 -1.7622 3.4330
O 0.8543 -4.3828 -5.5697
H -0.7979 -4.4749 -4.2235
H -3.1623 -0.2373 1.0939
H 5.4578 -3.8406 3.6534
Cl -1.2876 4.3276 3.3671
H 1.1868 1.8921 -0.2148
C 4.9493 -3.7199 4.6096
H 1.3054 -4.0689 0.3702
Cl -2.3273 5.1987 -1.8372
C -4.2998 -0.0833 -2.0119
C -2.1085 -2.5962 -1.7481
H -6.6314 -0.4433 -1.4797
C -1.3361 -3.8101 1.1501
C 2.1920 -3.3120 5.5995
H 0.4383 -3.4080 3.3048
C 0.8299 -0.6403 -2.2239
C -6.7036 -0.0786 -0.4614
H -2.9585 -2.5288 -1.0836
C 0.8524 -2.5796 2.7296
C -1.4276 3.7361 1.7586
As 3.0044 -0.1829 1.5132
H 5.5639 -4.1826 5.3803
C 2.8204 0.5352 -2.8322
H -5.6513 2.0112 2.0004
Cl -2.0872 6.2685 1.0810
C -1.6599 2.7849 -0.7956
H -7.5402 1.6506 0.5598
C -1.7801 4.6158 0.7408
C -4.2280 -0.1434 -0.5115
C -7.2997 1.3244 -0.4531
C 2.5483 1.4113 -1.8205
H 2.7376 0.6750 3.8893
H -0.8918 -4.1754 0.2243
N -3.0693 -0.1950 0.0888
Cl -1.8133 2.2056 -2.4431
H 3.4478 -1.8307 3.3534
C 2.1942 -3.0233 2.0709
H 3.6877 0.6503 -3.4735
H 1.7017 -2.3660 0.0456
H 4.7615 -0.6293 -0.2912
H 3.5166 1.9043 2.8882
C 0.0917 -2.6750 -3.4224
H -3.3017 -0.0408 -2.4259
H -1.1003 -4.5051 1.9560
C -5.3649 -0.1088 1.6481
H 3.1912 2.2561 -1.6168
N 1.6379 -3.4970 -5.3126
C -1.8930 4.1349 -0.5582
H 4.8516 -2.6580 4.8362
H 2.9865 -3.5877 0.1218
C 3.3045 -1.9831 2.2843
C -0.1189 -1.6913 -2.4412
H 1.1396 -3.5901 5.6342
H -2.3488 -2.7898 3.4213
C 2.6245 -4.3678 2.7032
H -4.8008 -0.9688 -2.4095
C 1.4125 1.2181 -1.0273
H -8.2225 1.3380 -1.0349

Atomic partial charges in e from the Mulliken method, atoms 1 to 6: 0.287, 0.404, -0.931, 0.430, 1.439, 0.039

---

4.
Here is a structure of composition C35H48AsI2N3O3OsS3Si2 at a distorted geometry from the OMol25 dataset. Energies are from ωB97M-V/def2-TZVPD.

Properties
E_tot, eV: -175442.0816
Net charge: +2
Energy relative to the best compared isomer or geometry (same formula, charge and spin), kJ/mol: 356.9
HOMO energy (alpha / beta), Ha: -0.4204 / -0.4208
LUMO (alpha / beta), Ha: -0.194 / -0.198

Element x y z (Å)
H 0.7550 -0.9824 -5.4523
C -0.6916 -1.0181 -3.8626
H 0.2896 -3.4546 -2.7979
H 0.0250 -2.5583 -5.1717
H 1.2747 -2.9856 5.0753
H 1.7580 -0.5509 4.3031
H 4.4072 -1.2864 2.2095
H 2.7478 -0.6421 -0.7410
H -2.9743 -3.1043 2.9359
H -1.7695 -3.5288 -1.1586
H -1.8754 -1.9342 -0.4017
H -0.9805 -1.6252 -3.0042
C 2.6401 2.1699 -5.4412
H 4.6265 -4.0184 -2.5750
N -0.1545 1.6564 1.3536
H 2.4358 1.4182 -3.4343
S 2.1394 -3.4266 -1.3599
S -0.3073 0.6347 -3.1231
C 1.9495 1.6131 -4.3781
C 3.6126 -1.0753 -1.2473
H 1.4580 -4.5346 4.2741
C -2.3158 -3.9525 2.7707
C 5.8343 -0.8911 -2.1331
C -1.9667 1.8066 -0.1682
H 0.2967 -5.6607 1.8028
H -0.8313 -6.0316 0.5221
H 2.5218 2.8457 -7.4650
N 1.1944 -0.2073 5.0704
As 0.3895 -1.8636 1.8706
H 2.5006 -2.1940 -4.4361
H -0.3829 1.6878 7.1889
H 1.8274 -1.2337 -3.1210
C 0.6116 1.3014 -4.5246
H 4.7645 0.7261 -1.2238
H 2.6832 -4.9324 1.5435
C 3.3061 -4.0589 1.7010
C -3.3676 3.8043 -0.1054
H 0.1418 2.2608 -7.7167
H 1.6912 -4.2178 -3.5570
C 0.4200 -1.6671 -4.6729
H -3.1579 -3.1181 -0.1838
C -2.9878 2.6087 -0.6926
C -1.2385 2.3479 0.9477
Si -1.1657 -3.6750 1.2755
C 0.1838 3.2167 3.1164
H 1.4101 1.4878 2.6480
I -3.9323 1.8661 -2.4155
I -3.4194 6.0751 1.8781
H 2.8557 -0.1051 6.3093
Si 2.4748 -2.7732 2.8300
H 4.2390 -4.3941 2.1438
C 3.5881 -2.3949 -1.6563
S -0.9223 -1.1488 3.7017
H -1.7443 -4.1154 3.6809
C 1.8707 0.3548 6.2285
C 1.9873 2.4036 -6.6398
Os 0.1653 -0.3103 0.0015
C 1.9568 -3.5917 4.4835
C 0.6447 2.0845 -6.7799
C -0.1692 -5.2615 0.9064
H 0.6032 -5.0887 0.1630
H -1.1814 4.8483 3.2508
H 1.4881 0.5804 8.3340
H -1.8875 -0.1273 5.9432
H 1.0260 -0.9900 7.6788
H -1.5753 -0.8516 -4.4752
O 0.7795 0.3617 -2.1010
C 1.3492 -3.3323 -3.0238
H 3.2193 -0.3053 3.0123
C -0.3728 0.5943 7.2537
N -0.8917 0.0266 6.0205
H -1.0291 0.3023 8.0733
O -1.6971 0.6501 -0.6554
C 1.0440 0.0817 7.4769
H 3.5474 -3.6353 0.7327
O 1.2477 -2.5781 -0.4674
H 4.2767 -1.3628 3.9447
C -0.1210 -0.3759 5.0205
C 0.5389 2.0791 2.3874
C -1.6437 3.5593 1.5822
H -1.1012 1.2979 -5.8148
H -4.1848 4.3685 -0.5279
C 3.6952 -1.2862 3.0312
C 4.7389 -0.3142 -1.5077
H 2.0034 1.4341 6.0951
C 4.6751 -2.9837 -2.2771
H -2.9456 -4.8220 2.6189
C 1.6208 -2.0569 -3.8050
H 6.6729 -2.6806 -2.9658
C -2.0807 -3.0012 -0.2604
C -0.9014 3.9567 2.7111
C 5.8114 -2.2270 -2.5043
C -2.7354 4.2656 1.0277
H 6.7141 -0.2988 -2.3275
H 3.6827 2.4223 -5.3319
H 0.7729 3.5184 3.9670
H 2.8157 -3.8243 5.1050
C -0.0539 1.5395 -5.7167

Atomic partial charges in e from the Mulliken method, atoms 1 to 6: 0.418, -0.365, 0.532, 0.459, 0.219, -0.785